This record from the OMol25 dataset describes a cluster of 6 separate species, C5H21NO6 in total in a non-equilibrium geometry. The level of theory is wB97M-V/def2-TZVPD.

Values from the calculation:
Orbital gap (eV): 9.6
HOMO level (eV): -9.49
Spin multiplicity: 1
Strongest force on any atom (Eh/bohr): 0.04323
Relative energy (zero: lowest compared OMol25 entry of this formula, charge and spin) (kcal/mol): 38.1
Structure (SMILES): C[C@@H](N)CCC=O.O.O.O.O.O

Last column: Mulliken charge in e.
Positions of all 33 atoms, in Å:
O -2.484 2.185 1.982  -0.58
O 1.454 1.016 -3.342  -0.66
O 1.951 1.655 3.476  -0.64
O 0.463 -3.325 0.695  -0.53
O 2.939 -1.147 0.488  -0.62
O 2.405 1.443 -0.646  -0.61
N -0.667 0.978 -0.310  -0.12
C -1.407 -1.877 0.642  -0.67
C -2.250 0.647 -2.177  -1.68
C -0.162 -2.489 0.085  -0.14
C -2.225 -0.865 -0.178  -0.71
C -1.379 -0.025 -1.111  0.33
H -2.910 -1.489 -0.764  0.31
H 2.189 1.509 -2.994  0.32
H -2.270 2.614 2.823  0.32
H -2.805 -0.274 0.526  0.36
H -1.231 -1.482 1.652  0.27
H 2.894 1.651 3.329  0.32
H 2.641 -1.635 -0.277  0.33
H -1.856 -2.812 1.023  0.45
H -3.130 1.164 -1.786  0.33
H 0.766 0.986 -2.681  0.27
H 0.207 -2.155 -0.880  0.49
H 2.184 1.634 0.269  0.25
H -0.595 -0.576 -1.619  0.30
H 0.155 1.317 -0.777  0.18
H -1.600 2.247 1.606  0.30
H 2.951 0.651 -0.640  0.36
H -2.647 -0.095 -2.876  0.44
H -1.209 1.637 0.209  0.08
H 2.319 -1.259 1.205  0.29
H 1.457 0.993 3.003  0.31
H -1.702 1.403 -2.739  0.38